1.
Computed, not measured: C20H34IN5O4Se2Y as an isolated structure, with ωB97M-V/def2-TZVPD.

Summary:
Net charge: +1
Energy relative to the best compared isomer or geometry (same formula, charge and spin), eV: 0.822
HOMO energy, eV: -9.1

Last column: natural (NBO) charge in e.
Positions of all 67 atoms, in Å:
Y 0.42476 0.68216 0.12874  1.45
C -1.99161 -2.94336 -1.81219  -0.71
C -1.53428 -1.66350 -1.18710  0.31
N -0.65592 -1.62890 -0.23428  -0.26
O -0.14474 -2.88334 0.15576  -0.59
C -2.01124 -0.38989 -1.75170  0.07
C -3.05360 -0.23240 -2.80593  -0.67
N -1.28791 0.56269 -1.27480  -0.17
O -1.24209 1.81708 -1.53884  -0.52
H -1.21564 -3.31652 -2.49058  0.25
H -2.88224 -2.78473 -2.41240  0.25
H -2.20114 -3.71139 -1.06759  0.24
H -0.06275 -3.43247 -0.63766  0.48
H -3.99984 -0.70308 -2.53399  0.22
H -2.73613 -0.65195 -3.76360  0.23
H -3.23072 0.83209 -2.95158  0.26
O 4.72017 0.83544 -0.92971  -0.73
C 4.59306 2.09203 -1.59988  -0.06
C 3.17889 2.37944 -2.10289  -0.15
C 3.40681 3.45403 -3.20710  -0.04
O 2.23208 4.11320 -3.63842  -0.71
C 2.28619 3.07111 -1.05860  -0.53
Se 2.36570 2.45809 0.82066  -0.46
C 2.52695 1.19532 -2.82609  -0.52
Se 1.87541 -0.41612 -1.90677  -0.41
H 5.64915 0.58948 -0.98644  0.47
H 5.26585 2.09316 -2.46691  0.17
H 4.90741 2.90969 -0.94057  0.18
H 3.93237 3.00172 -4.05615  0.17
H 4.05014 4.24071 -2.80513  0.18
H 1.71619 3.51191 -4.18397  0.47
H 1.25622 3.09731 -1.42663  0.23
H 2.57291 4.11906 -0.98157  0.23
H 3.22655 0.82466 -3.57708  0.22
H 1.66019 1.57872 -3.36829  0.20
C 2.26097 -2.57665 3.76182  -0.24
C 1.25467 -1.89531 2.80937  -0.27
N 1.84886 -0.71773 2.16158  -0.45
C 3.00397 -1.14345 1.33752  -0.30
C 4.03524 -1.90993 2.18608  -0.24
N 3.57548 -1.86433 3.61999  -0.33
C 3.43023 -0.43449 4.06103  -0.24
C 2.30513 0.20038 3.22375  -0.27
H 2.44146 -3.62230 3.51911  0.23
H 1.98173 -2.50122 4.81162  0.23
H 0.38359 -1.57763 3.37995  0.22
H 0.92915 -2.58730 2.03732  0.27
H 3.44505 -0.25795 0.87457  0.31
H 2.63912 -1.77599 0.53198  0.26
H 5.02445 -1.45628 2.16011  0.23
H 4.11655 -2.96420 1.92606  0.22
H 4.26993 -2.32260 4.20549  0.44
H 4.39497 0.03950 3.88755  0.23
H 3.22648 -0.45201 5.13025  0.23
H 2.68171 1.11101 2.76915  0.27
H 1.44679 0.44538 3.84893  0.22
I -1.49029 3.51293 1.49728  0.36
C -2.10915 1.70847 2.28706  0.08
C -3.18844 1.69217 3.16718  -0.27
C -3.62708 0.48022 3.65834  -0.13
C -2.98613 -0.68298 3.25292  -0.25
C -1.92578 -0.57401 2.37979  0.05
N -1.47051 0.59930 1.90546  -0.57
H -3.66921 2.61923 3.44196  0.25
H -4.46811 0.44470 4.33827  0.24
H -3.30842 -1.65680 3.59270  0.23
H -1.42295 -1.45450 2.00782  0.22

Forces on atoms 1 to 6 (eV/Å):
-0.1 -0.1 0.2
0.0 0.0 0.0
-0.2 -0.1 -0.2
-0.1 0.0 -0.2
0.0 0.0 0.0
0.1 0.0 0.1

2.
Computed, not measured: a 3-piece molecular cluster, C4H13NO overall at a distorted geometry, with ωB97M-V/def2-TZVPD.

Summary:
Net charge: 0
Energy relative to the best compared isomer or geometry (same formula, charge and spin), eV: 8.744
HOMO energy, eV: -6.9

Last column: natural (NBO) charge in e.
Positions of all 19 atoms, in Å:
C 1.39202 0.53502 0.80969  -0.60
C 0.98784 0.86779 -0.64204  -0.62
N -1.58652 -1.15042 -0.34718  -0.05
C -2.90973 -0.70818 -0.44427  -0.51
C -1.40013 -2.29295 0.46420  -0.50
H 2.44748 0.27213 0.87132  0.23
H 0.89882 -0.40099 1.09467  0.16
H 1.24450 1.37628 1.47420  0.22
H 1.80351 0.65940 -1.32878  0.22
H 0.12561 0.24079 -0.84983  0.19
H -2.91198 0.38782 -0.41094  0.26
H -3.32663 -0.99939 -1.42629  0.28
H -3.61696 -1.15941 0.25060  0.20
H -2.29521 -2.91590 0.55974  0.20
H -1.10094 -1.96423 1.46465  0.28
H -0.59509 -2.89631 0.03276  0.25
H 3.93077 2.96247 0.35728  0.41
H 0.74124 1.91915 -0.75572  0.22
O 3.16811 2.48102 0.00439  -0.83

Forces on atoms 1 to 6 (eV/Å):
0.5 -0.3 -0.8
0.0 -0.2 0.6
-0.1 -0.3 0.3
-0.2 0.1 0.2
-0.2 -0.4 -0.9
0.2 0.3 0.0

3.
Computed, not measured: a 2-piece molecular cluster, H3N2O2P overall at a distorted geometry, with ωB97M-V/def2-TZVPD.

Summary:
Net charge: 0
Energy relative to the best compared isomer or geometry (same formula, charge and spin), eV: 6.313
HOMO energy (spin up / spin down), eV: -10.5 / -8.6

Last column: natural (NBO) charge in e.
Positions of all 8 atoms, in Å:
N 0.56589 -1.00888 0.86388  -1.17
N -1.10155 0.61028 -0.41008  0.26
O -1.10549 -0.37079 -1.13760  -0.42
O -1.67329 1.65485 -0.63501  -0.37
P 0.03261 0.56021 0.98056  0.88
H 0.00292 -1.61259 0.29316  0.43
H 1.56075 -1.11097 1.02087  0.42
H 1.71816 1.27790 -0.97578  -0.04

Forces on atoms 1 to 6 (eV/Å):
-0.3 1.2 0.6
0.6 -0.5 -0.9
-0.7 -0.2 -0.2
-0.3 0.1 0.3
0.9 0.6 0.4
0.4 -0.6 -0.4

4.
Computed, not measured: an isolated ion of composition C9H10F9N2O2 and charge -1 at a distorted geometry, with ωB97M-V/def2-TZVPD.

Summary:
Net charge: -1
HOMO energy, eV: -4.3

Last column: natural (NBO) charge in e.
Positions of all 32 atoms, in Å:
N 1.15912 2.84577 1.32408  -0.87
C 1.82943 2.03513 0.27603  -0.05
N 2.08399 0.68430 0.76408  -0.67
C 1.93552 -0.35881 -0.24361  -0.17
C 1.57897 -1.69243 0.40188  -0.39
C 0.09591 -1.91198 0.76167  -0.47
C -0.90556 -1.69564 -0.36023  0.65
F -0.32184 -1.93219 -1.54271  -0.30
F -1.88580 -2.64290 -0.25477  -0.35
C -1.55726 -0.26262 -0.42427  0.57
F -1.29804 0.27140 -1.64120  -0.31
F -0.98487 0.53660 0.47751  -0.30
C -3.08267 -0.24050 -0.30742  0.56
F -3.44661 -0.78216 0.87731  -0.31
F -3.64202 -0.98918 -1.25833  -0.29
C -3.72860 1.19249 -0.38267  0.92
F -2.84886 2.17652 -0.23172  -0.30
F -4.29110 1.34140 -1.59530  -0.31
F -4.70209 1.32325 0.51128  -0.30
C 3.23875 -0.56613 -1.06946  0.74
O 3.25968 -1.54335 -1.86283  -0.78
O 4.15882 0.27432 -0.88343  -0.79
H 0.21781 3.07724 1.03899  0.34
H 1.07240 2.29253 2.16489  0.36
H 2.78556 2.50665 0.06461  0.18
H 1.18338 2.04225 -0.59538  0.16
H 3.04587 0.66670 1.07893  0.39
H 1.18789 -0.03613 -0.96130  0.19
H 2.09821 -1.71042 1.36017  0.20
H 1.94424 -2.53937 -0.16180  0.25
H 0.00240 -2.96847 1.00316  0.22
H -0.18258 -1.39429 1.67186  0.22

Forces on atoms 1 to 6 (eV/Å):
0.0 0.4 -0.2
0.1 0.1 1.2
-0.8 0.2 0.0
0.8 -0.3 0.0
-0.6 0.3 0.6
0.4 -0.4 0.1

5.
Computed, not measured: a 7-piece molecular cluster, C12H21F2N4O16 overall at a distorted geometry, with ωB97M-V/def2-TZVPD.

Summary:
Net charge: -1
HOMO energy, eV: -5.1

Last column: natural (NBO) charge in e.
Positions of all 55 atoms, in Å:
C 8.29491 -4.42784 -9.89600  -0.82
C 9.75070 -4.03014 -9.96150  0.76
O 10.56459 -4.19840 -8.94106  -0.80
O 10.27415 -3.61997 -10.99547  -0.63
H 7.66391 -3.53983 -9.93294  0.24
H 8.18440 -4.93156 -8.93570  0.27
H 7.96776 -4.90167 -10.82150  0.23
C 8.94653 -4.05918 -7.05723  -0.20
C 9.18490 -4.72935 -5.70176  0.44
O 7.95320 -5.40357 -5.39869  -0.49
C 7.24547 -5.55275 -6.45594  0.98
O 6.26016 -6.30325 -6.52492  -0.60
O 7.77664 -4.84765 -7.47307  -0.54
F 9.29525 -3.78032 -4.77102  -0.34
H 9.77293 -4.18893 -7.75603  0.29
H 8.70265 -2.99744 -7.02062  0.19
H 10.01330 -5.42695 -5.57841  0.16
C 9.55528 -1.15184 -11.09772  -0.13
C 8.27489 -0.77814 -11.82296  0.38
O 8.71590 -0.91453 -13.14949  -0.51
C 10.00082 -1.21458 -13.29478  1.01
O 10.60722 -1.27516 -14.36753  -0.63
O 10.50761 -1.37140 -12.12895  -0.45
F 7.80044 0.48681 -11.55201  -0.36
H 9.38568 -1.95371 -10.37916  0.21
H 9.83480 -0.21032 -10.62493  0.20
H 7.52710 -1.51927 -11.54075  0.19
C 11.14114 -2.30663 -7.61971  -0.52
N 11.76981 -2.02489 -8.98252  0.50
O 12.16975 -3.03968 -9.60893  -0.29
O 11.84439 -0.83237 -9.28531  -0.44
H 10.79915 -3.33783 -7.70793  0.27
H 10.39617 -1.54275 -7.39695  0.20
H 11.96996 -2.27161 -6.91267  0.21
C 9.64674 -5.87031 -13.97498  -0.48
N 10.20978 -4.68198 -13.37188  0.47
O 9.97845 -3.57553 -13.88339  -0.41
O 10.81910 -4.85754 -12.28041  -0.29
H 8.64365 -5.57935 -14.28684  0.22
H 9.42943 -6.65657 -13.25202  0.22
H 10.12810 -6.32949 -14.83843  0.23
C 6.97503 -6.85655 -10.08078  -0.52
N 5.53833 -7.12355 -9.90074  0.53
O 5.08291 -6.94579 -8.79923  -0.36
O 4.85813 -7.43578 -10.85324  -0.41
H 7.62359 -7.50710 -9.49404  0.23
H 7.24019 -5.82077 -9.86880  0.28
H 7.24451 -7.19312 -11.08189  0.21
C 5.52991 -1.84973 -8.95059  -0.47
N 6.08814 -1.63714 -10.33664  0.52
O 6.69506 -2.48169 -10.97514  -0.35
O 5.86973 -0.53807 -10.88201  -0.34
H 5.54456 -0.84409 -8.53038  0.24
H 6.10283 -2.58356 -8.38370  0.25
H 4.50773 -2.15748 -9.17088  0.24

Forces on atoms 1 to 6 (eV/Å):
1.5 1.5 -0.2
3.0 -0.9 0.0
-3.6 -3.7 -2.0
-3.0 2.1 2.0
0.5 -0.4 0.8
-0.2 -0.2 -2.2

6.
Computed, not measured: a 2-piece molecular cluster, C4H7NO2 overall, with ωB97M-V/def2-TZVPD.

Summary:
Net charge: 0
Energy relative to the best compared isomer or geometry (same formula, charge and spin), eV: 2.986
HOMO energy, eV: -9.9

Last column: natural (NBO) charge in e.
Positions of all 14 atoms, in Å:
C -2.78957 0.80312 -0.15637  -0.86
C 0.32008 -0.07860 1.43484  0.49
O 0.12297 -1.08488 0.60400  -0.48
C 1.18420 -1.23208 -0.35311  -0.19
C 2.11269 -0.12751 0.03163  0.51
N 3.20412 0.19418 -0.48497  -0.63
O 1.49555 0.49996 1.11013  -0.52
H -3.60686 1.52484 -0.16792  0.21
H -3.20128 -0.20485 -0.23207  0.21
H -2.12063 0.99766 -0.99616  0.20
H -2.22550 0.88863 0.77508  0.22
H 0.78022 -1.11630 -1.35805  0.23
H 1.62584 -2.22113 -0.24302  0.23
H 3.62603 0.99790 -0.01969  0.36

Forces on atoms 1 to 6 (eV/Å):
0.0 0.0 0.1
0.1 -0.1 -0.1
-0.1 0.2 0.2
0.1 -0.1 -0.1
0.3 -0.1 -0.3
-0.2 0.0 0.2